15
Properties=species:S:1:pos:R:3:forces:R:3 method="wB97M-V/def2-TZVPD" relative_energy_kcal_mol=38.9 largest_force_ha_per_bohr=0.0226 energy_ha=-304.773476
C -1.63600 -1.08947 0.36010 0.0 0.0 0.0
C -0.68505 -0.09754 -0.25798 -0.1 -0.2 -0.1
C -0.65269 1.34087 0.09912 -0.1 0.2 0.0
N 0.35016 0.41960 0.62336 0.2 -0.1 0.1
C 1.69523 0.51259 0.06836 0.1 0.1 -0.1
C 2.14839 -0.79717 -0.43696 0.2 -0.8 -0.3
N 2.47082 -1.82133 -0.86689 -0.3 1.0 0.5
H -1.94116 -0.74711 1.35414 0.0 -0.1 -0.2
H -1.13974 -2.06130 0.46753 -0.1 0.2 0.0
H -2.53060 -1.22302 -0.25866 0.1 0.0 0.1
H -0.36747 -0.33483 -1.27598 0.0 0.1 0.1
H -0.34570 2.04296 -0.67807 0.0 -0.1 0.2
H -1.34881 1.74543 0.83216 0.1 -0.1 -0.1
H 1.77344 1.23300 -0.76185 0.0 -0.1 0.1
H 2.38737 0.84244 0.85155 -0.1 0.0 -0.1